Record 1
Here is 10 unconnected molecules or ions with the total composition C36H100N8O10 at a distorted geometry from OMol25. Energies are from ωB97M-V/def2-TZVPD.

Results
SMILES	COC[C@H](C)N.COC[C@H](C)N.COC[C@H](C)N.COC[C@H](C)N.COC[C@H](C)N.COC[C@H](C)N.COC[C@H](C)N.COC[C@H](C)N.CCO.CCO
energy relative to the best compared isomer or geometry (same formula, charge and spin)	80.6	kcal per mole
F_max	0.0736	Eh/bohr
energy	-71342.564	eV

The geometry in ORCA input format:
```
! wB97M-V def2-TZVPD RIJCOSX def2/J DEFGRID3
* xyz 0 1
C 0.72 -4.46 5.46
O 0.19 -3.44 4.64
C 0.12 -2.14 5.21
C 1.31 -1.26 4.89
C 1.19 0.07 5.66
N 1.64 -1.12 3.47
H 0.19 -5.37 5.26
H 0.78 -4.07 6.49
H 1.75 -4.60 5.16
H -0.84 -1.74 4.80
H -0.13 -2.19 6.31
H 2.22 -1.69 5.33
H 2.02 0.75 5.73
H 0.85 -0.09 6.69
H 0.37 0.60 5.19
H 1.83 -2.10 3.15
H 0.84 -0.85 2.97
C -2.52 -3.71 2.98
O -2.66 -2.47 3.59
C -2.16 -1.44 2.74
C -2.38 -0.04 3.27
C -3.85 0.21 3.54
N -1.87 0.88 2.24
H -3.00 -3.80 2.00
H -2.93 -4.48 3.66
H -1.45 -3.95 2.86
H -1.08 -1.57 2.50
H -2.76 -1.56 1.80
H -1.78 0.23 4.21
H -4.14 -0.40 4.42
H -4.47 -0.05 2.73
H -3.99 1.30 3.85
H -2.33 1.76 2.44
H -0.87 1.01 2.05
C -6.94 1.56 -4.24
O -6.70 0.78 -3.08
C -6.56 1.59 -1.87
C -5.07 1.95 -1.66
C -4.87 2.50 -0.24
N -4.49 2.78 -2.73
H -7.86 2.20 -4.11
H -7.08 0.90 -5.10
H -6.12 2.24 -4.42
H -7.28 2.50 -1.86
H -6.81 0.94 -1.07
H -4.64 1.00 -1.67
H -3.91 2.25 0.21
H -5.62 2.09 0.43
H -4.96 3.59 -0.17
H -4.35 3.72 -2.36
H -3.60 2.46 -3.05
C -1.70 3.63 7.23
O -1.58 4.89 6.50
C -2.85 5.30 5.91
C -3.14 4.55 4.65
C -2.05 4.63 3.62
N -4.42 4.86 3.93
H -2.56 3.47 7.83
H -0.79 3.49 7.86
H -1.70 2.83 6.50
H -3.61 5.30 6.74
H -2.66 6.33 5.69
H -3.21 3.45 4.91
H -1.01 4.39 3.95
H -1.98 5.64 3.15
H -2.20 3.95 2.76
H -4.46 5.85 3.61
H -5.21 4.78 4.53
C 4.74 0.32 -8.17
O 3.99 -0.55 -7.34
C 4.19 -1.89 -7.54
C 3.67 -2.57 -6.23
C 2.21 -2.17 -6.06
N 4.47 -2.21 -5.15
H 4.66 0.06 -9.22
H 5.77 0.29 -7.85
H 4.27 1.31 -8.04
H 3.72 -2.39 -8.43
H 5.25 -2.11 -7.52
H 3.82 -3.63 -6.40
H 2.13 -1.13 -5.75
H 1.82 -2.72 -5.24
H 1.58 -2.31 -6.88
H 4.50 -2.91 -4.41
H 4.25 -1.36 -4.70
C 7.49 -1.61 -2.05
O 7.33 -0.25 -1.89
C 6.01 0.15 -2.08
C 5.91 1.64 -1.74
C 6.04 1.84 -0.26
N 4.59 2.14 -2.30
H 7.36 -1.90 -3.06
H 6.82 -2.15 -1.38
H 8.46 -1.84 -1.77
H 5.73 0.01 -3.14
H 5.38 -0.38 -1.39
H 6.82 2.17 -2.20
H 7.05 1.88 0.09
H 5.39 1.28 0.41
H 5.67 2.86 -0.10
H 4.66 2.11 -3.31
H 4.51 3.17 -2.08
C -3.53 -1.78 -1.27
O -3.19 -1.00 -2.41
C -3.31 -1.69 -3.63
C -2.50 -2.99 -3.65
C -1.04 -2.69 -3.48
N -2.63 -3.61 -4.98
H -2.81 -2.60 -1.10
H -4.60 -2.11 -1.34
H -3.46 -1.08 -0.43
H -4.35 -1.94 -3.90
H -3.01 -1.00 -4.42
H -2.92 -3.70 -2.89
H -0.61 -1.97 -4.20
H -0.56 -3.67 -3.64
H -0.77 -2.43 -2.47
H -2.33 -2.94 -5.69
H -3.61 -3.79 -5.22
C 1.46 2.30 2.68
O 0.88 1.68 1.51
C 1.91 1.17 0.62
C 1.28 0.42 -0.53
C 0.57 -0.85 -0.07
N 2.28 0.06 -1.54
H 2.27 1.64 3.08
H 0.75 2.58 3.46
H 1.86 3.28 2.40
H 2.56 1.96 0.28
H 2.55 0.44 1.22
H 0.49 1.02 -0.92
H 0.06 -1.29 -0.94
H -0.20 -0.55 0.64
H 1.22 -1.53 0.44
H 2.47 -0.92 -1.53
H 3.05 0.73 -1.59
C 2.50 -5.76 0.82
C 1.73 -5.50 2.06
O 0.72 -4.56 1.83
H 1.84 -6.31 0.14
H 3.26 -6.62 0.95
H 2.77 -4.92 0.26
H 2.37 -5.22 2.82
H 1.31 -6.45 2.42
H 0.43 -4.23 2.68
C -0.38 3.50 -2.07
C 1.09 3.81 -1.79
O 1.27 4.05 -0.37
H -0.59 2.59 -1.52
H -0.52 3.31 -3.12
H -1.00 4.33 -1.72
H 1.38 4.72 -2.35
H 1.77 2.96 -2.07
H 0.72 3.36 0.03
*
```

Mulliken population analysis, charges in e, atoms 1 to 2:
1 C -0.962
2 O 0.173

Record 2
Here is a molecular structure, C36H100N9O10Ti at a distorted geometry from OMol25. Energies are from ωB97M-V/def2-TZVPD.

Results
energy relative to the best compared isomer or geometry (same formula, charge and spin)	31.1	kcal per mole
F_max	0.0641	Eh/bohr
energy	-95944.010	eV

The geometry in ORCA input format:
```
! wB97M-V def2-TZVPD RIJCOSX def2/J DEFGRID3
* xyz 0 4
Ti 0.34 -0.17 0.20
O -0.24 1.96 0.10
H -0.50 2.85 0.40
C -3.59 0.08 2.82
C -2.28 0.70 2.49
C -1.13 0.35 3.59
O -1.54 1.12 4.77
C -1.81 0.40 5.92
N -1.94 0.30 1.11
H -4.30 0.25 2.01
H -4.09 0.51 3.68
H -3.47 -0.99 3.00
H -2.45 1.77 2.37
H -0.17 0.80 3.33
H -0.89 -0.70 3.75
H -1.05 -0.28 6.32
H -2.71 -0.20 5.76
H -1.99 1.11 6.73
H -2.73 0.35 0.49
H -1.38 1.06 0.74
C -2.42 4.15 -0.87
C -3.06 3.37 -2.00
C -3.48 4.25 -3.23
O -2.28 4.85 -3.80
C -2.44 5.29 -5.14
N -2.14 2.28 -2.33
H -1.67 4.88 -1.19
H -1.97 3.60 -0.05
H -3.19 4.76 -0.40
H -4.05 3.04 -1.70
H -4.17 5.01 -2.86
H -3.95 3.65 -4.01
H -1.53 5.71 -5.56
H -3.07 6.18 -5.17
H -2.90 4.59 -5.85
H -1.61 2.20 -1.48
H -1.41 2.79 -2.82
C -4.60 -5.36 1.95
C -3.70 -4.18 1.44
C -2.15 -4.21 1.88
O -2.09 -4.07 3.27
C -1.63 -5.18 4.05
N -3.69 -4.30 0.00
H -5.32 -5.66 1.20
H -5.24 -5.05 2.78
H -3.97 -6.21 2.21
H -4.10 -3.21 1.74
H -1.63 -3.37 1.42
H -1.74 -5.19 1.61
H -0.56 -5.32 3.93
H -2.03 -6.08 3.58
H -2.03 -5.06 5.06
H -3.41 -5.22 -0.32
H -3.06 -3.69 -0.49
C 2.54 2.77 3.19
C 3.08 2.63 1.77
C 4.57 2.58 1.61
O 5.27 3.70 2.09
C 6.65 3.69 1.86
N 2.50 1.53 1.03
H 2.93 1.94 3.79
H 1.46 2.81 3.20
H 2.83 3.72 3.64
H 2.84 3.55 1.23
H 4.86 2.28 0.61
H 4.95 1.68 2.10
H 7.03 2.84 2.43
H 7.08 4.60 2.29
H 6.84 3.47 0.81
H 1.57 1.92 0.92
H 2.67 1.58 0.04
C 1.84 -2.98 3.13
C 2.30 -1.59 2.76
C 3.83 -1.50 2.84
O 4.18 -1.79 4.20
C 5.55 -1.58 4.48
N 1.88 -1.36 1.43
H 2.01 -3.40 4.12
H 2.19 -3.79 2.49
H 0.75 -2.87 3.14
H 1.71 -0.97 3.42
H 4.21 -0.51 2.58
H 4.28 -2.22 2.17
H 5.78 -0.51 4.46
H 6.24 -2.10 3.81
H 5.60 -2.03 5.47
H 2.28 -0.44 1.29
H 2.21 -2.06 0.79
C -1.79 -2.42 -3.15
C -1.02 -2.18 -1.71
C -0.05 -3.36 -1.45
O -0.77 -4.54 -1.41
C 0.08 -5.61 -1.07
N -0.36 -0.87 -1.83
H -2.38 -3.34 -3.07
H -1.22 -2.43 -4.08
H -2.50 -1.60 -3.22
H -1.82 -2.08 -0.98
H 0.69 -3.34 -0.64
H 0.55 -3.37 -2.35
H 0.18 -5.58 0.01
H 0.99 -5.61 -1.66
H -0.47 -6.53 -1.29
H 0.16 -0.83 -2.70
H -1.00 -0.11 -2.01
C 3.13 -0.71 -2.30
C 4.12 -1.64 -1.56
C 5.07 -0.91 -0.64
O 5.93 -1.93 -0.14
C 7.08 -1.44 0.54
N 3.33 -2.59 -0.83
H 2.74 -0.19 -1.43
H 2.30 -1.10 -2.90
H 3.59 0.06 -2.91
H 4.61 -2.15 -2.40
H 4.63 -0.47 0.25
H 5.45 -0.05 -1.18
H 6.96 -0.52 1.11
H 7.90 -1.41 -0.18
H 7.35 -2.23 1.24
H 4.00 -3.13 -0.29
H 3.15 -3.20 -1.62
C 3.65 2.90 -2.77
C 2.32 3.36 -2.06
C 1.33 4.29 -2.95
O 1.93 5.61 -3.01
C 1.30 6.27 -4.12
N 1.63 2.09 -1.78
H 4.27 3.72 -3.12
H 3.42 2.18 -3.55
H 4.33 2.36 -2.11
H 2.41 3.93 -1.14
H 0.39 4.45 -2.42
H 1.22 3.83 -3.93
H 1.44 5.68 -5.03
H 1.57 7.32 -4.18
H 0.23 6.14 -3.95
H 0.83 2.35 -1.22
H 1.28 1.64 -2.62
C -5.97 -0.89 -0.16
C -4.79 -0.67 -1.08
C -5.27 -0.82 -2.54
O -6.32 0.10 -2.71
C -7.02 -0.10 -3.98
N -4.23 0.63 -0.92
H -5.55 -1.27 0.78
H -6.77 -1.58 -0.41
H -6.31 0.07 0.24
H -4.01 -1.41 -0.88
H -5.66 -1.83 -2.61
H -4.59 -0.73 -3.39
H -6.40 0.41 -4.72
H -7.96 0.44 -4.03
H -7.30 -1.10 -4.31
H -4.85 1.21 -1.45
H -3.52 0.76 -1.62
*
```

Mulliken population analysis, charges in e, atoms 1 to 2:
1 Ti 1.485
2 O -1.078